A 9-piece molecular cluster, C33H91N8O9 overall in a non-equilibrium geometry, computed with ωB97M-V/def2-TZVPD.

Geometry as XYZ:
```
141
Properties=species:S:1:pos:R:3:forces:R:3:mulliken_charge:R:1
C 0.457 -0.197 -1.706 1.585 0.640 1.101 -0.53
O 1.648 0.325 -1.274 -0.284 -0.021 -0.385 -0.88
H -0.378 0.502 -1.659 -0.789 0.723 -0.191 0.14
H 0.472 -0.587 -2.724 -0.094 -0.397 -0.835 0.13
H 0.132 -1.002 -1.048 -0.472 -0.993 0.269 0.14
C 8.092 -1.321 6.768 -1.219 -1.613 0.039 -1.41
C 7.156 -0.863 5.628 0.577 0.903 -0.348 0.40
C 5.708 -0.665 5.987 -1.405 -1.084 0.846 -0.79
O 4.860 -0.213 4.950 0.350 -0.220 -0.608 -0.31
C 3.540 -0.730 4.989 -0.308 0.411 0.009 -0.79
N 7.702 0.406 5.176 0.063 0.232 -0.095 -0.68
H 7.754 -2.325 7.020 0.311 -0.293 0.476 0.33
H 8.089 -0.733 7.686 -0.430 0.342 -0.148 0.34
H 9.139 -1.393 6.474 -0.119 0.015 -0.413 0.44
H 7.162 -1.549 4.781 0.222 -0.302 0.083 0.26
H 5.528 -0.046 6.866 0.491 0.584 0.247 0.33
H 5.353 -1.636 6.332 -0.165 -0.468 -0.005 0.36
H 3.032 -0.443 5.910 0.080 -0.231 0.448 0.31
H 3.461 -1.804 4.818 0.406 -0.253 0.289 0.31
H 2.908 -0.295 4.215 0.592 0.341 -0.300 0.31
H 7.594 0.920 6.039 0.128 1.087 -0.026 0.30
H 8.690 0.199 5.165 0.451 0.562 -0.497 0.26
C 3.010 5.753 7.794 -1.331 0.780 0.788 -1.59
C 2.994 5.225 6.369 -0.490 -0.530 1.261 0.46
C 1.907 5.883 5.525 -0.189 -1.102 -1.472 -0.75
O 1.872 5.232 4.228 0.200 -0.075 0.346 -0.29
C 0.821 5.632 3.332 1.101 0.030 0.762 -0.74
N 4.271 5.460 5.798 1.566 0.465 -0.301 -0.68
H 3.081 6.841 7.790 -0.301 0.300 -0.044 0.38
H 3.798 5.473 8.492 0.419 -0.665 -0.608 0.43
H 2.093 5.454 8.303 -0.265 0.267 0.149 0.34
H 2.886 4.149 6.505 -0.494 -0.184 -0.723 0.31
H 2.169 6.932 5.391 0.011 0.356 0.019 0.32
H 0.918 5.821 5.978 -0.112 -0.021 0.276 0.39
H -0.118 5.274 3.754 -0.383 0.624 -0.134 0.28
H 0.939 5.204 2.336 0.404 -0.583 0.330 0.28
H 0.957 6.698 3.145 -0.815 0.379 0.307 0.28
H 4.900 5.172 6.534 0.663 -0.845 -0.184 0.27
H 4.418 6.449 5.939 0.029 0.810 -0.761 0.28
C 6.390 -4.949 0.386 -0.469 -0.127 -0.653 -1.32
C 7.245 -4.116 -0.582 -0.628 -0.186 0.111 0.39
C 7.134 -4.527 -2.086 -0.200 1.227 1.422 -0.79
O 7.522 -5.793 -2.301 0.544 -4.034 -1.373 -0.37
C 8.848 -6.215 -2.023 -0.489 1.183 0.649 -0.68
N 6.853 -2.698 -0.461 0.718 -1.038 -0.307 -0.72
H 6.571 -4.704 1.432 0.199 0.116 -0.127 0.31
H 6.469 -6.028 0.248 0.432 -0.051 -0.055 0.32
H 5.335 -4.755 0.193 -0.161 0.234 0.010 0.35
H 8.277 -4.248 -0.259 0.239 0.289 -0.137 0.29
H 7.691 -3.856 -2.739 0.427 0.604 0.131 0.45
H 6.109 -4.478 -2.454 -0.285 0.172 0.319 0.36
H 9.136 -7.141 -2.520 -0.581 0.069 -0.182 0.24
H 8.910 -6.349 -0.943 0.456 -0.175 0.118 0.24
H 9.539 -5.428 -2.324 0.310 0.075 -0.020 0.32
H 7.412 -2.323 -1.214 0.047 1.092 -0.023 0.27
H 5.920 -2.708 -0.848 -0.574 0.567 0.138 0.32
C -10.957 -3.552 0.241 1.379 0.176 0.607 -1.43
C -10.796 -2.313 -0.631 0.220 -0.220 1.429 0.57
C -9.401 -2.033 -1.205 0.349 -0.035 1.135 -0.60
O -8.494 -1.644 -0.175 -0.873 0.813 -0.064 -0.34
C -7.169 -1.518 -0.644 0.271 -1.050 0.884 -0.77
N -11.731 -2.532 -1.669 -1.417 0.647 -1.993 -0.76
H -10.271 -3.475 1.084 0.256 -0.334 -0.031 0.32
H -10.724 -4.403 -0.398 0.056 -0.200 0.256 0.36
H -11.933 -3.709 0.702 -0.265 0.356 -0.411 0.38
H -11.093 -1.423 -0.076 0.361 0.246 0.475 0.25
H -9.522 -1.182 -1.875 0.127 -0.117 -0.576 0.26
H -8.919 -2.896 -1.665 -0.530 -0.215 -0.648 0.34
H -6.982 -0.957 -1.560 -0.492 0.268 -0.040 0.30
H -6.824 -2.543 -0.784 0.484 -0.106 -0.372 0.33
H -6.587 -1.111 0.182 -0.019 0.195 -0.176 0.26
H -12.648 -2.518 -1.247 -0.296 -0.661 0.241 0.27
H -11.824 -1.683 -2.208 0.397 0.237 -0.714 0.25
C -4.734 -10.112 7.292 0.755 -0.580 -0.408 -1.39
C -3.711 -9.030 6.904 -0.951 -0.248 0.267 0.41
C -3.770 -8.610 5.415 -0.297 -0.182 0.980 -0.65
O -2.954 -7.488 5.214 0.171 0.838 -0.774 -0.34
C -3.043 -6.918 3.879 0.377 -0.575 0.826 -0.71
N -3.929 -7.934 7.818 0.015 1.434 -0.270 -0.73
H -4.642 -10.992 6.656 0.019 -0.116 -0.054 0.36
H -5.782 -9.812 7.260 0.082 0.440 -0.163 0.36
H -4.521 -10.428 8.313 -0.016 0.023 0.015 0.37
H -2.702 -9.347 7.166 0.112 -0.485 -0.475 0.23
H -4.783 -8.291 5.173 -0.447 -0.426 -0.145 0.34
H -3.467 -9.487 4.842 0.033 0.018 -0.525 0.34
H -2.519 -7.607 3.215 0.062 0.239 -0.302 0.28
H -2.587 -5.928 3.890 0.298 -0.275 0.156 0.26
H -4.054 -6.761 3.502 -0.357 -0.327 0.346 0.31
H -3.590 -7.150 7.278 0.726 0.707 0.390 0.29
H -4.902 -7.669 7.873 -0.577 -0.480 0.137 0.27
C -1.856 -4.515 -11.819 1.379 0.021 0.609 -1.40
C -1.620 -5.918 -11.258 0.435 1.480 0.709 0.46
C -1.480 -5.932 -9.722 1.398 -0.580 -0.380 -0.85
O -0.167 -5.408 -9.357 -1.676 0.815 0.674 -0.31
C -0.165 -5.048 -7.974 0.332 -0.826 0.673 -0.77
N -2.650 -6.751 -11.647 -2.172 -3.116 -1.024 -0.62
H -1.867 -4.570 -12.908 0.075 0.177 0.019 0.37
H -0.996 -3.957 -11.450 -0.066 0.670 -0.395 0.34
H -2.767 -4.027 -11.471 -0.102 -0.258 0.160 0.32
H -0.764 -6.366 -11.763 0.639 0.414 0.565 0.33
H -1.541 -6.920 -9.265 0.191 -0.588 -0.603 0.44
H -2.391 -5.506 -9.301 0.272 1.258 0.286 0.31
H 0.812 -4.772 -7.577 0.214 0.578 -0.891 0.29
H -0.330 -5.917 -7.337 -0.570 -0.534 -0.126 0.30
H -0.911 -4.314 -7.670 -0.014 0.262 -0.436 0.32
H -2.396 -7.196 -12.517 -0.534 -0.154 0.044 0.25
H -3.597 -6.407 -11.713 0.203 0.387 0.123 0.22
C 4.769 10.515 0.828 -0.631 0.399 -0.231 -1.49
C 4.516 9.029 0.401 -0.061 1.318 0.775 0.52
C 3.999 8.833 -1.023 -0.287 0.152 -0.244 -0.75
O 3.988 7.497 -1.382 0.107 -2.129 -0.294 -0.30
C 3.193 7.171 -2.535 0.195 1.118 0.665 -0.72
N 5.770 8.368 0.662 0.415 -0.860 -0.173 -0.65
H 4.034 11.273 0.557 -0.217 -0.102 -0.517 0.37
H 5.755 10.849 0.504 -0.062 -0.008 -0.473 0.36
H 4.813 10.649 1.909 -0.035 -0.631 0.259 0.39
H 3.793 8.616 1.105 -0.243 -0.150 -0.151 0.13
H 4.602 9.379 -1.748 0.300 0.503 -0.101 0.36
H 2.964 9.153 -1.138 -0.168 0.808 0.378 0.40
H 3.636 7.609 -3.428 0.184 -0.104 -0.231 0.28
H 2.221 7.649 -2.413 -0.345 -0.049 -0.028 0.29
H 3.038 6.100 -2.666 0.420 0.092 0.400 0.29
H 6.417 8.567 -0.088 0.184 -0.089 -0.221 0.25
H 6.156 8.821 1.478 0.251 -0.268 0.192 0.26
C -5.957 8.748 -5.458 -0.460 -0.020 -0.728 -1.39
C -5.979 7.799 -4.270 0.454 0.084 -0.263 0.74
C -4.661 7.192 -3.785 1.236 -0.262 -1.397 -0.87
O -3.910 6.466 -4.788 -1.173 -0.950 0.943 -0.36
C -4.487 5.171 -5.012 -0.444 0.352 -0.261 -0.78
N -6.561 8.486 -3.140 -0.417 0.015 0.547 -0.80
H -6.112 8.204 -6.390 0.244 -0.125 -0.066 0.29
H -5.124 9.427 -5.638 0.277 -0.188 0.534 0.32
H -6.857 9.351 -5.335 0.036 0.176 -0.074 0.41
H -6.699 7.031 -4.554 0.138 -0.318 0.109 0.22
H -4.809 6.594 -2.886 -0.252 -0.417 -0.036 0.43
H -3.934 7.946 -3.483 -0.312 0.558 -0.014 0.37
H -4.769 4.572 -4.147 1.033 0.137 0.851 0.34
H -3.818 4.606 -5.661 -0.194 0.118 0.042 0.28
H -5.499 5.244 -5.412 0.026 0.350 -1.001 0.29
H -5.821 9.023 -2.712 0.012 0.351 0.315 0.28
H -6.794 7.757 -2.480 -0.194 0.139 0.497 0.25
```
Positions in Å, forces in eV/Å.

The energy relative to the best compared isomer or geometry (same formula, charge and spin) is 5.394 eV. The value obtained for the LUMO energy is 0.0769 Ha. Its net charge is -1. For the total energy, the calculation gives -2426.73740 hartree.